# 1
{"formula": "C3H10NOP", "method": "ωB97M-V/def2-TZVPD", "symbols": ["P", "O", "N", "C", "C", "C", "H", "H", "H", "H", "H", "H", "H", "H", "H", "H"], "coordinates": [[-2.311946, -0.269046, 0.429176], [-3.206943, 0.192844, -0.660291], [-0.814756, 0.136253, -0.106760], [1.076698, -1.263153, -0.106450], [1.425344, 1.249696, -0.376795], [0.574316, 0.149438, 0.338988], [1.079156, 1.349642, -1.433987], [2.254389, -1.406980, 0.196411], [0.784517, 0.252295, 1.436080], [-2.680423, -1.529727, 0.755838], [0.281624, -2.007748, 0.135430], [1.078914, -1.403949, -1.188272], [1.228979, 2.256026, -0.001460], [2.465053, 1.123601, -0.200035], [-2.366833, 0.331713, 1.628295], [-0.868088, 0.839092, -0.846173]], "forces_ev_per_a": [[-0.6, 1.8, -2.6], [-0.5, 0.0, 0.5], [1.4, 1.3, -0.2], [2.3, 0.1, 0.4], [-2.6, 0.5, -0.1], [1.6, -1.6, -0.3], [0.9, -0.6, 0.4], [-3.1, -0.3, -0.2], [-0.8, -0.1, -0.7], [0.7, -1.6, 0.3], [1.2, 0.1, 0.8], [0.1, 0.8, -0.3], [-0.3, 0.0, 0.4], [0.9, -0.6, -0.4], [-0.3, 0.7, 1.6], [-0.9, -0.6, 0.1]], "de_lowest_kcal_mol": 40.2, "e_lumo_ev": 0.9, "smiles": "CC(C)N[PH2]=O"}

# 2
{"formula": "C3H10NOP", "method": "ωB97M-V/def2-TZVPD", "symbols": ["P", "O", "N", "C", "C", "C", "H", "H", "H", "H", "H", "H", "H", "H", "H", "H"], "coordinates": [[1.099867, 0.034485, -0.899446], [1.857526, 1.468565, -0.677435], [-0.508847, 0.509014, -0.621996], [-0.784120, 0.766218, 0.781666], [-1.508019, -0.273091, -1.318474], [1.564998, -1.314964, 0.849939], [1.940920, 1.940379, 0.227019], [-1.211631, -0.610646, -2.351052], [-2.383758, 0.406876, -1.493650], [0.494130, -1.486362, 1.295764], [-1.686941, 1.457761, 0.842767], [0.128050, 1.141144, 1.099390], [1.975470, -2.187697, 0.306832], [-1.130560, -0.169972, 1.211004], [-2.015649, -1.049664, -0.645159], [2.168561, -0.632041, 1.392838]], "forces_ev_per_a": [[0.4, -1.5, 0.5], [0.8, 1.0, 2.5], [0.6, -0.9, -0.3], [-3.5, 0.0, -2.1], [-2.2, 0.5, 0.0], [-3.5, 1.3, -2.6], [-0.4, -1.3, -2.1], [0.0, 0.0, 1.4], [0.6, -0.3, -0.1], [2.4, 0.1, -0.6], [1.4, -0.3, 0.3], [1.1, 0.9, 1.8], [0.0, 0.7, 0.8], [0.3, -0.1, 0.8], [1.2, 0.3, -1.0], [0.8, -0.1, 0.8]], "de_lowest_kcal_mol": 57.5, "e_lumo_ev": 0.8, "smiles": "CN(C)P(C)O"}

# 3
{"formula": "C3H10NOS", "method": "ωB97M-V/def2-TZVPD", "symbols": ["S", "O", "N", "C", "C", "C", "H", "H", "H", "H", "H", "H", "H", "H", "H", "H"], "coordinates": [[2.083250, 0.859809, 1.080045], [-1.904426, -0.380841, 0.751208], [-3.075321, -2.313252, -0.142923], [1.408903, 1.781294, -1.534308], [1.408150, 0.568934, -0.612752], [-2.001943, -1.173031, -0.287593], [2.231887, 2.425223, -1.199998], [-1.103340, -1.774142, -0.496224], [1.651183, 1.529573, -2.555490], [0.396953, 2.175852, -1.415921], [-2.335589, -0.690923, -1.304916], [1.895255, -0.236953, -1.147518], [0.421666, 0.083650, -0.485100], [-3.521523, -2.587430, -1.003524], [1.130543, 0.011788, 1.512724], [-2.449897, -2.933845, 0.354669]], "forces_ev_per_a": [[-0.7, -0.6, -0.8], [0.2, -0.1, -0.3], [0.8, 1.6, 1.3], [-0.1, -0.1, 1.2], [-0.3, -1.3, -0.6], [-1.6, 0.5, -0.9], [-0.6, 0.4, -0.1], [0.8, 0.0, -0.4], [-0.3, -0.2, -0.4], [0.4, 0.8, -0.4], [0.5, -0.2, 0.8], [1.0, -0.2, 0.3], [0.1, 1.0, 0.2], [0.6, -0.6, -0.2], [0.2, 0.2, 0.6], [-1.0, -1.2, -0.5]], "de_lowest_kcal_mol": 61.5, "charge": -1, "e_lumo_ev": 3.3}

# 4
{"formula": "C3H10NOSi2", "method": "ωB97M-V/def2-TZVPD", "symbols": ["Si", "Si", "O", "N", "C", "C", "C", "H", "H", "H", "H", "H", "H", "H", "H", "H", "H"], "coordinates": [[2.104622, -0.584409, -0.876788], [-2.024384, 0.682651, -0.452743], [-1.519527, -2.078014, -0.151522], [0.628136, -0.302054, 0.289369], [-0.257774, 0.867530, 0.487853], [-2.417487, -1.264770, -0.153175], [1.996725, -0.356151, 0.969238], [-0.753628, 0.881167, 1.498978], [-1.918446, 0.941238, -1.831569], [2.546261, 0.418008, -1.646770], [1.948641, -1.102268, 1.763618], [-3.335213, -1.508293, 0.265187], [2.094432, -1.915749, -1.311033], [0.202893, 1.832026, 0.206225], [0.004985, -1.123758, 0.492481], [2.245422, 0.497752, 1.390623], [-3.115869, 1.431694, 0.527820]], "forces_ev_per_a": [[-1.5, -1.6, 3.9], [-0.4, -0.6, 3.0], [0.2, -0.3, -0.2], [-0.4, 0.1, -0.1], [-2.2, 0.4, -0.6], [2.3, 2.1, -0.1], [-1.7, -4.2, -1.6], [1.4, 0.1, -0.4], [-0.1, 0.5, -1.3], [0.7, 2.5, -1.8], [0.5, -0.3, -0.5], [-2.4, -0.9, 0.5], [-0.1, -1.2, -0.6], [0.0, -0.6, 0.5], [1.1, 0.3, -0.6], [1.1, 4.3, 1.6], [1.5, -0.8, -1.6]], "de_lowest_kcal_mol": 10.5, "charge": 1, "e_lumo_ev": -3.8, "smiles": "O=C[SiH2]C[N@@H+]1C[SiH2]1"}

# 5
{"formula": "C3H10NOSi2", "method": "ωB97M-V/def2-TZVPD", "symbols": ["Si", "Si", "O", "N", "C", "C", "C", "H", "H", "H", "H", "H", "H", "H", "H", "H", "H"], "coordinates": [[0.794436, -2.199896, -0.803307], [-1.920040, 1.401295, 0.210945], [-1.840723, -2.600482, -1.052209], [0.768042, 0.609690, -0.274694], [-0.011084, 1.506877, 0.655654], [1.066007, -0.648796, 0.433917], [-1.016335, -1.762536, -0.739756], [0.590875, -0.758793, 1.387306], [1.722784, 0.914730, -0.591906], [1.474817, -2.077308, -2.081269], [-2.847127, 1.300953, 1.331988], [-2.132599, 1.797000, -1.148699], [2.110094, -0.488037, 0.862068], [0.223390, 1.016563, 1.714682], [-1.337612, -0.707680, -0.523209], [1.155651, -3.564868, -0.311311], [0.413188, 2.563885, 0.692221]], "forces_ev_per_a": [[1.7, 1.2, 2.0], [3.2, -0.3, 0.8], [0.9, 1.9, 1.0], [-0.1, 0.1, 0.0], [1.3, -0.9, 1.3], [3.3, -0.8, -0.4], [-2.3, -3.5, -2.4], [-1.2, -0.3, 0.2], [-1.8, 0.6, 0.5], [-0.2, 0.4, -0.4], [-0.4, -0.1, -0.2], [-0.7, 0.0, -0.6], [-0.8, -0.8, -0.7], [-1.0, 1.7, -1.7], [-0.6, 1.3, 0.6], [-0.5, 0.5, 0.1], [-0.9, -1.1, -0.2]], "de_lowest_kcal_mol": 53.4, "charge": 1, "e_lumo_ev": -6.6}

# 6
{"formula": "C3H10NP", "method": "ωB97M-V/def2-TZVPD", "symbols": ["P", "N", "C", "C", "C", "H", "H", "H", "H", "H", "H", "H", "H", "H", "H"], "coordinates": [[2.091815, -0.256026, -0.361538], [0.294872, 0.460966, 0.619374], [-1.111089, -1.243346, -0.547461], [-0.031386, 1.597902, -0.265620], [-0.721626, -0.553712, 0.855647], [-0.820794, 2.175129, 0.316059], [2.751873, 1.148379, -0.338243], [-1.442451, 0.000341, 1.460891], [-0.200899, -1.385948, 1.573960], [-1.628841, -2.070752, -0.280302], [-0.595695, 1.127325, -1.209799], [2.581499, -0.919801, 0.854334], [-0.291589, -1.555502, -1.190420], [-1.684206, -0.619338, -1.058424], [0.808519, 2.094382, -0.428458]], "forces_ev_per_a": [[-2.1, 1.7, 1.8], [4.2, 0.1, -0.9], [2.8, 0.2, 3.6], [-6.7, -4.5, 0.8], [3.2, -1.9, -1.0], [1.0, -0.2, -0.9], [-0.7, -2.0, 0.6], [-0.8, -0.5, -0.4], [-1.4, 1.9, -1.6], [-1.9, -2.8, 0.4], [1.4, 1.7, 1.3], [0.0, 0.9, -0.7], [0.5, 0.2, 0.5], [-2.7, 2.6, -2.4], [3.3, 2.5, -1.1]], "de_lowest_kcal_mol": 89.9, "e_lumo_ev": 0.6, "smiles": "CCN(C)P"}

# 7
{"formula": "C3H10NS2", "method": "ωB97M-V/def2-TZVPD", "symbols": ["S", "S", "N", "C", "C", "C", "H", "H", "H", "H", "H", "H", "H", "H", "H", "H"], "coordinates": [[-0.743008, 0.444155, -2.050955], [-2.680595, 0.424382, -1.312354], [1.775780, -0.382947, 2.214208], [3.092520, 0.085246, 1.687767], [0.170064, -0.163821, -0.612951], [1.606654, -1.083698, 3.256177], [3.801951, -0.014254, 2.499337], [2.476283, -1.352545, 3.847090], [2.933536, 1.125848, 1.419733], [0.625632, -1.414833, 3.571997], [0.949624, -0.191380, 1.637890], [-0.160126, 0.464306, 0.219242], [-2.922478, -0.814510, -1.776947], [3.311826, -0.520046, 0.815801], [-0.026956, -1.227279, -0.494245], [1.234138, 0.005708, -0.791662]], "forces_ev_per_a": [[-0.3, 0.3, 0.0], [0.6, -0.3, -0.4], [-0.1, -0.3, -0.2], [-1.2, 0.0, 0.5], [-0.1, 0.2, -0.2], [0.4, 0.0, 0.3], [0.3, 0.0, -0.2], [0.0, 0.0, 0.0], [0.3, 0.0, -0.1], [-0.1, 0.1, -0.2], [0.2, 0.1, 0.0], [0.0, -0.3, 0.2], [-0.3, 0.1, 0.2], [0.3, 0.0, 0.0], [0.0, 0.0, 0.3], [0.0, 0.0, -0.1]], "de_lowest_kcal_mol": 34.7, "charge": 1, "e_lumo_ev": -5.2}

# 8
{"formula": "C3H10O", "method": "ωB97M-V/def2-TZVPD", "symbols": ["O", "C", "C", "C", "H", "H", "H", "H", "H", "H", "H", "H", "H", "H"], "coordinates": [[0.209078, 0.677192, -1.807872], [-0.309002, -0.132990, 1.853861], [-1.491564, -0.692220, 0.970455], [1.586252, 0.480819, -2.091294], [-2.009617, -1.569972, 1.405434], [2.071665, 1.459439, -2.106779], [-0.778687, 0.286372, 2.730401], [0.298847, 0.626251, 1.277985], [-2.318257, 0.049348, 0.860499], [-1.180539, -0.964268, -0.074134], [0.397661, -0.852229, 2.310426], [2.076162, -0.192093, -1.398772], [1.572622, -0.038918, -3.050334], [-0.124625, 0.863272, -0.879870]], "forces_ev_per_a": [[-1.6, 0.1, 1.1], [-0.3, -0.2, -0.8], [0.1, -0.1, -0.4], [-0.8, 0.2, 0.5], [0.6, 0.3, -0.1], [0.4, -0.3, -0.3], [0.0, 0.8, 0.2], [-0.7, -0.6, 0.8], [0.8, -0.2, 0.1], [-0.2, 0.1, 1.0], [-0.4, -0.1, -0.8], [0.2, 0.0, 0.4], [0.3, 0.4, -0.1], [1.6, -0.4, -1.6]], "de_lowest_kcal_mol": 21.9, "e_lumo_ev": 1.0, "smiles": "CC.CO"}